[1]
Here is CH3NO2 in the gas phase from OMol25. Energies are from ωB97M-V/def2-TZVPD.

Geometry as XYZ:
```
7
Properties=species:S:1:pos:R:3:forces:R:3
O 1.9875 0.1318 -0.1167 1.9 0.4 -0.3
C 0.8842 -0.2927 -0.0843 -1.5 0.4 0.9
N -0.2195 0.5588 0.0521 1.1 -2.7 0.6
O -1.3938 -0.1000 -0.2550 -1.7 -0.4 1.4
H 0.6367 -1.3797 0.0062 -0.2 0.6 -0.3
H -0.1240 1.5019 -0.2269 -0.3 0.9 -0.6
H -1.7711 -0.4202 0.6246 0.7 0.8 -1.6
```
Positions in Å, forces in eV/Å.

Properties
Max |F|: 2.995 eV/Å
SMILES: O=CNO
Relative energy (zero: lowest compared OMol25 entry of this formula, charge and spin): 65.0 kcal per mole
Orbital gap: 10.863 eV
E_tot: -6668.847 eV
LUMO energy: 0.747 eV



[2]
Here is 7 unconnected molecules or ions with the total composition C25H68N6O11 from OMol25. Energies are from ωB97M-V/def2-TZVPD.

Geometry as XYZ:
```
110
Properties=species:S:1:pos:R:3:forces:R:3
C 27.2906 8.0441 17.4696 -0.8 1.1 0.7
O 28.4294 7.4816 18.0614 0.5 -1.3 -1.1
C 28.7648 8.0617 19.2867 -0.5 0.0 1.5
C 29.9109 7.2588 19.9570 0.3 0.5 -0.6
N 29.5484 5.8562 20.0294 1.8 0.5 -1.7
C 28.5678 5.5331 20.9635 -2.1 -0.2 0.9
C 28.9537 5.6623 22.4281 -1.3 -1.3 -0.2
O 29.9072 4.6803 22.6708 1.1 -0.4 1.1
C 30.3709 4.5824 24.0190 1.9 -0.8 -0.8
H 26.4264 8.0264 18.1337 0.0 0.1 0.8
H 26.8200 7.5689 16.6089 1.3 -0.4 -0.4
H 27.5238 9.0935 17.2897 -0.3 0.2 -0.5
H 27.8775 7.9508 19.9100 -0.2 0.2 0.4
H 28.9219 9.1378 19.2120 0.5 0.1 -0.2
H 30.2862 7.5651 20.9334 -0.8 0.6 0.1
H 30.8141 7.3861 19.3604 0.0 -0.3 -0.4
H 29.1758 5.7073 19.1025 -0.1 -0.7 -0.2
H 28.2161 4.5284 20.7288 0.3 -0.4 0.5
H 27.6546 6.0969 20.7729 -0.4 0.5 0.4
H 28.1182 5.2631 23.0032 -0.8 0.9 0.1
H 29.2082 6.6666 22.7667 0.3 0.1 -0.1
H 31.0367 5.4212 24.2219 -0.6 0.5 0.6
H 31.0987 3.7710 24.0231 0.1 -0.3 -0.4
H 29.7339 4.2289 24.8298 -1.0 0.8 -0.3
C 31.2274 1.2469 16.8767 -0.2 1.1 -0.2
O 32.1491 0.9555 15.8480 0.6 -0.2 0.6
C 33.5278 1.1255 16.2055 0.3 0.3 0.2
C 34.0758 2.4936 15.8040 -0.5 -1.3 -2.4
N 34.0293 2.5523 14.2945 0.1 0.6 1.0
C 34.3185 3.9061 13.8998 1.3 0.8 -2.1
C 34.3123 4.1774 12.3796 -0.6 -0.3 -1.3
O 34.8100 5.4748 12.0804 0.3 0.2 3.4
C 34.6526 6.0440 10.8630 -0.1 0.0 -1.3
H 31.2566 0.6148 17.7642 0.1 -0.6 -0.3
H 30.2531 1.2772 16.3888 -0.1 -0.4 0.4
H 31.3725 2.2602 17.2511 0.1 0.3 0.1
H 34.0463 0.2988 15.7198 0.2 0.3 -0.2
H 33.7632 1.0569 17.2676 -0.7 -0.4 0.4
H 35.1214 2.5930 16.0954 0.0 0.1 0.2
H 33.4601 3.2895 16.2230 0.0 0.2 0.4
H 33.0851 2.3652 13.9884 -0.4 -0.3 0.1
H 35.3696 4.1110 14.1031 0.0 0.3 0.9
H 33.6691 4.6839 14.3018 -0.1 0.1 0.6
H 33.3183 4.0538 11.9497 -0.3 0.1 0.1
H 34.9480 3.5097 11.7981 0.2 -0.7 0.3
H 34.9495 5.3191 10.1051 0.0 0.1 -0.6
H 35.2799 6.9332 10.8005 0.3 -0.2 0.1
H 33.6523 6.4194 10.6472 -0.5 -0.3 0.0
C 36.0567 4.4546 18.7389 -0.3 1.1 -0.6
O 36.9671 3.4266 18.5335 -0.8 -1.3 0.1
C 36.3099 2.1809 18.9137 2.9 0.0 1.2
C 37.4616 1.1251 18.8757 -1.9 0.2 -1.6
N 37.9132 0.9254 17.5109 1.7 -1.2 -0.8
C 39.1598 0.0762 17.4964 -0.8 0.8 -1.0
C 39.7832 0.0316 16.0879 0.0 0.9 -0.4
O 40.5052 1.2766 15.6920 -1.0 -1.5 0.1
C 41.6197 1.5507 16.4975 0.3 -0.2 0.7
H 35.8888 4.7078 19.7857 -0.2 -0.4 0.3
H 35.1280 4.1881 18.2342 -0.4 0.2 0.3
H 36.4066 5.3852 18.2922 0.4 -0.1 -0.2
H 35.3715 1.9472 18.4107 0.4 0.1 -0.7
H 36.0255 2.2552 19.9633 -0.1 0.2 0.2
H 36.9896 0.1665 19.0913 0.2 -0.1 0.8
H 38.2898 1.3689 19.5412 -0.2 0.2 0.4
H 38.1904 1.7549 17.0057 -0.3 0.6 0.4
H 38.9040 -0.9438 17.7834 0.0 0.0 0.2
H 39.8813 0.5056 18.1915 0.2 -0.3 0.3
H 38.9996 -0.1485 15.3518 -0.3 0.9 0.0
H 40.3522 -0.8737 15.8762 1.0 0.2 0.7
H 41.3150 1.8253 17.5074 0.0 0.1 0.2
H 42.2400 2.3691 16.1321 -0.5 0.1 -0.5
H 42.2991 0.7033 16.5892 0.0 -0.4 -0.1
C 29.2481 4.9886 16.5274 -0.8 0.0 -0.7
O 29.5624 3.8394 15.8120 0.3 -1.5 0.1
C 30.3590 4.0423 14.6413 -1.0 -0.6 0.6
C 30.2427 2.7415 13.8062 -0.1 1.5 -0.7
N 31.0726 2.8379 12.5785 0.5 1.5 2.2
C 30.9296 1.7094 11.7793 1.5 -1.4 -1.4
C 32.2520 1.3428 11.0004 -1.9 0.8 0.0
O 32.5677 2.4112 10.0862 0.4 -0.4 -0.3
C 33.6367 2.0531 9.1666 0.0 -0.5 2.0
H 28.5249 4.8029 17.3216 0.3 -0.7 0.2
H 28.6214 5.5393 15.8260 0.5 1.3 0.1
H 30.1337 5.4632 16.9500 0.0 0.5 -0.2
H 31.3588 4.3467 14.9509 0.4 -0.4 -0.2
H 29.9381 4.8914 14.1029 -0.1 0.1 -0.4
H 29.2051 2.6038 13.5019 -0.5 0.3 0.1
H 30.4220 1.8408 14.3932 0.9 0.2 -0.1
H 30.8362 3.6337 12.0031 0.0 0.5 0.5
H 30.1323 1.8903 11.0584 -0.3 -0.7 -0.2
H 30.7353 0.9155 12.5004 -0.2 -0.7 -0.7
H 31.9673 0.4609 10.4266 0.5 -0.4 -0.1
H 33.0055 1.1251 11.7574 0.5 0.1 -0.3
H 33.5247 0.9949 8.9304 -0.3 0.1 -0.9
H 34.5743 2.0463 9.7226 0.3 0.3 0.2
H 33.7712 2.7440 8.3344 -0.7 -0.1 0.1
N 31.8247 3.3225 21.2293 -1.5 -1.4 3.1
C 32.4480 3.5173 20.1114 -0.3 1.5 -0.1
N 32.0215 4.5224 19.3888 -0.8 1.6 -1.7
O 33.4338 2.9325 19.7889 3.7 -2.6 -1.4
H 32.2387 2.6628 21.8723 -0.3 -0.1 -0.2
H 31.0173 3.8506 21.5281 0.1 0.1 0.0
H 32.6299 4.8056 18.6340 -0.6 0.0 0.0
H 31.0980 4.8648 19.6125 -0.1 0.9 -0.4
O 34.1957 1.0171 21.3145 0.5 -1.3 1.3
H 33.8998 1.5971 20.6128 -0.4 1.0 -0.8
H 34.9237 1.4859 21.7224 0.3 0.1 -0.1
O 32.9930 0.4555 23.7513 -0.4 0.1 0.8
H 33.2638 -0.4503 23.9012 0.0 -0.2 0.0
H 33.5961 0.7787 23.0820 0.0 0.0 -0.7
```
Positions in Å, forces in eV/Å.

Properties
Max |F|: 4.799 eV/Å
SMILES: COCCNCCOC.COCCNCCOC.COCCNCCOC.COCCNCCOC.NC(N)=O.O.O
Relative energy (zero: lowest compared OMol25 entry of this formula, charge and spin): 50.3 kcal per mole
Orbital gap: 8.906 eV
E_tot: -58484.134 eV
LUMO energy: 0.423 eV